No. 1
90
Properties=species:S:1:pos:R:3:forces:R:3 method="wB97M-V/def2-TZVPD" energy_ev=-50708.639 gap_ev=9.61 homo_ev=-12.3 charge=+1 largest_force_ev_per_a=17.7 relative_energy_kcal_mol=134.5
C -0.1460 3.4950 2.0063 -4.44 -8.40 -3.33
C 0.5973 2.5720 0.9292 -5.95 -1.36 0.26
C -0.0151 1.0793 0.8729 0.28 -0.95 -0.96
C 0.5964 0.2985 -0.3280 -1.42 -1.91 3.35
N 0.3483 -1.1876 -0.4639 -0.76 -2.35 2.46
C 1.0512 -1.8513 0.7594 1.68 -1.56 -3.50
C 2.4025 -2.5307 0.3952 1.27 2.65 -1.99
C 2.4411 -2.3033 -1.1107 0.11 3.42 -1.27
C 0.9657 -2.0332 -1.5324 1.02 2.48 -2.94
C -1.1261 -1.6034 -0.4634 -2.47 1.79 2.19
C -1.9397 -0.9735 -1.6572 1.10 -1.93 -0.49
C -3.4467 -1.1673 -1.6428 1.11 1.60 5.82
H 0.3984 4.2278 2.1456 5.13 7.31 1.87
H -0.3330 2.8651 2.8744 -0.18 0.49 0.20
H -1.0991 3.8060 1.5104 0.65 -0.35 0.82
H 1.5774 2.3615 0.9514 3.82 0.23 0.58
H 0.3014 2.9959 -0.0113 0.45 0.26 -0.75
H -1.0201 0.8927 0.5611 -1.47 1.44 0.60
H 0.0589 0.4779 1.7813 0.46 0.46 0.23
H 1.5676 0.2014 -0.2162 5.18 0.85 -0.10
H 0.2785 0.7473 -1.1389 -1.07 2.19 -4.40
H 0.4319 -2.6331 0.8624 -2.15 -2.98 0.96
H 1.0888 -1.3879 1.6295 -0.17 3.07 3.48
H 2.4049 -3.5385 0.4873 -0.83 -3.17 1.07
H 3.4196 -2.2639 0.7942 -1.48 0.67 0.27
H 2.8672 -2.9719 -1.8021 0.33 -1.99 -0.25
H 3.1559 -1.4363 -1.3677 -1.58 -0.46 0.55
H 0.3742 -2.9679 -1.5445 0.42 0.54 -0.25
H 0.8330 -1.3819 -2.5520 0.37 -1.97 2.33
H -1.5509 -0.9885 0.4022 0.51 -1.24 -0.56
H -1.3711 -2.7659 -0.1664 1.06 2.90 -1.34
H -1.6982 -1.4949 -2.5402 0.91 -1.43 -1.11
H -1.6559 -0.0016 -2.0817 -0.01 0.47 1.40
H -3.8186 -2.0892 -1.1885 0.25 0.05 -0.28
H -3.6780 -1.0215 -2.5798 -1.95 0.19 -4.96
H -3.8495 -0.2723 -1.1134 -0.23 -0.87 -0.04
O -0.3250 2.4215 -4.0247 2.68 1.90 -4.13
H -0.9831 2.5745 -3.4117 -2.33 0.86 1.88
H -0.2695 3.2646 -4.6538 -0.40 -2.80 2.30
O -2.1401 -0.0843 3.3319 2.24 -7.52 -3.02
H -2.1164 0.7003 3.6833 -0.48 7.44 3.19
H -1.1719 -0.3440 3.3896 -1.91 0.12 -0.14
O -2.4018 2.7355 4.5295 -4.26 -1.75 -2.86
H -2.6191 3.6337 4.5323 -0.61 2.09 -0.14
H -1.5542 2.6790 4.8840 1.42 0.03 0.82
O 1.6002 -2.9280 -4.5126 -4.77 5.37 -2.31
H 1.9816 -3.6788 -4.4131 3.23 -8.76 0.05
H 2.1190 -2.4870 -3.9169 1.76 3.27 2.16
O -0.4263 7.0118 1.7820 1.86 2.46 4.34
H -0.1379 7.6630 2.6078 -0.35 -3.14 -2.40
H -0.8586 7.7540 1.4097 -1.14 0.96 -2.04
O -2.8919 6.1247 2.3383 -5.68 -1.43 0.67
H -3.5474 6.8123 2.5862 0.96 -0.62 -0.29
H -2.0643 6.4563 2.2859 4.35 1.86 -0.24
O 4.1465 1.5050 -0.8657 -3.92 1.31 -5.01
H 4.6629 1.0978 -1.5418 0.30 -0.32 -0.99
H 4.6105 1.3594 -0.1463 3.47 -1.08 6.11
O -4.4198 2.1008 -0.3486 -1.86 -3.11 -0.39
H -4.9796 1.4700 0.1973 0.46 0.24 -1.85
H -4.2557 2.5728 0.4234 1.48 2.85 2.10
O 6.0005 -1.3941 -0.6266 -0.83 -3.74 2.17
H 5.8574 -2.3763 -0.8240 0.30 1.77 0.99
H 6.0973 -1.1203 -1.4867 0.54 1.80 -3.22
O -3.8745 3.5691 1.9569 -2.34 2.17 -16.01
H -3.6250 4.4008 2.0141 2.00 6.27 0.65
H -3.8692 3.1794 2.6360 0.39 -8.60 15.44
O 0.5829 -5.6521 -0.4004 -2.01 -0.84 -2.27
H -0.0914 -6.0122 -1.1055 1.75 1.09 2.15
H 1.3767 -6.1429 -0.6278 0.20 -0.11 0.12
O -6.9699 -1.3504 -2.4474 0.70 -1.91 3.86
H -6.2738 -2.0748 -2.4769 -1.14 1.30 -0.39
H -7.1947 -1.4413 -1.4142 0.45 0.61 -3.47
O -0.6236 2.5792 5.8214 1.25 0.48 6.11
H 0.2240 2.4358 5.4681 2.13 -0.20 -0.09
H -0.5798 2.7498 6.8677 0.12 -0.68 -3.75
O -0.8755 -2.3681 -5.5923 -0.30 2.25 0.55
H -0.0866 -2.5793 -5.0017 -1.34 1.18 -1.14
H -1.1424 -1.3555 -5.6219 1.43 -3.31 0.48
O -3.2562 -5.0771 -0.1115 -1.66 -0.33 1.61
H -3.0584 -4.9068 0.8710 -0.88 -0.61 -2.20
H -4.2180 -5.4331 -0.1902 2.61 0.98 0.59
O 4.1444 -4.6410 2.4426 2.64 1.66 -0.09
H 4.6918 -4.7406 1.6237 -0.87 -0.27 0.80
H 4.7867 -4.0280 2.9466 -1.72 -1.40 -0.70
O 3.7251 -0.8831 -4.0038 -0.08 1.74 -0.71
H 4.4271 -1.5503 -4.0153 0.07 0.83 -0.73
H 3.8738 -0.0805 -4.6311 0.09 -2.62 1.52
O 5.6175 0.3068 1.6328 -3.38 -0.48 1.37
H 5.6332 -0.4607 1.0848 0.92 -0.41 -0.89
H 6.3304 0.8782 1.6044 2.49 1.07 -0.52

***

No. 2
21
Properties=species:S:1:pos:R:3:forces:R:3 method="wB97M-V/def2-TZVPD" energy_ev=-27592.237 gap_ev=6.67 homo_ev=-16.7 charge=+2 largest_force_ev_per_a=0.6 relative_energy_kcal_mol=0.4
Pt 1.2273 -3.9811 -0.3442 -0.27 -0.12 0.00
I 3.3762 -2.9893 -1.2128 -0.01 0.00 0.00
C 2.0275 0.9617 0.1546 0.07 0.04 -0.16
C 2.1201 2.0743 0.7754 -0.05 -0.01 0.09
C 1.1311 2.9084 0.0180 0.03 0.02 -0.01
C -0.0771 2.4249 -0.3071 0.00 -0.04 0.03
C -0.6048 1.0634 -0.0984 0.04 0.00 -0.02
C -1.9951 0.8862 0.1220 -0.01 -0.01 -0.01
C -2.5760 -0.3586 0.2691 0.00 0.01 0.01
C -1.8021 -1.5029 0.1614 0.01 0.00 0.01
C -0.4166 -1.3888 -0.0866 -0.30 -0.17 -0.03
C 0.1312 -0.0949 -0.2010 0.01 0.03 0.01
H 2.7525 2.3839 1.5967 -0.01 0.02 0.00
H 1.4464 3.9049 -0.2673 -0.01 0.00 0.00
H -0.7736 3.1076 -0.7824 0.00 0.01 0.01
H -2.6158 1.7725 0.1838 0.00 0.00 0.00
H -3.6381 -0.4422 0.4538 0.00 0.00 0.00
H -2.2444 -2.4875 0.2483 0.00 0.00 0.00
O 1.5295 0.0249 -0.4950 -0.06 -0.07 0.05
C 0.3254 -2.5509 -0.2420 0.53 0.32 0.04
F 0.6762 -5.7165 0.0538 0.02 -0.02 -0.01

***

No. 3
35
Properties=species:S:1:pos:R:3:forces:R:3 method="wB97M-V/def2-TZVPD" energy_ev=-255413.111 gap_ev=4.57 homo_ev=-1.3 charge=-2 largest_force_ev_per_a=1.1 relative_energy_kcal_mol=10.9
Mg -1.0661 0.8690 1.0756 -0.05 0.38 1.04
Se -3.3803 0.3509 2.1705 0.02 -0.14 -0.06
Te -2.9380 -1.1820 4.1253 0.01 0.14 -0.02
Te -0.2961 -1.6762 3.7656 -0.01 -0.12 -0.01
Se 0.5889 0.6367 3.6104 -0.16 -0.02 0.01
O 2.5406 1.1203 -0.9374 0.06 0.14 0.05
C 1.5897 0.5489 -0.4136 0.06 -0.25 -0.11
O 0.8053 1.0252 0.4622 0.03 0.14 -0.30
C 1.3144 -0.8932 -0.8473 0.20 0.08 -0.13
C 2.0989 -1.4254 -1.8622 -0.14 -0.08 0.09
C 1.8425 -2.7149 -2.2931 0.16 -0.10 -0.17
C 0.8325 -3.4946 -1.7666 -0.02 0.03 -0.04
C 0.0736 -2.9235 -0.7679 -0.60 -0.67 0.08
C 0.3011 -1.6603 -0.2873 0.15 0.69 0.01
N -1.0580 -3.7310 -0.2025 0.60 0.50 0.13
O -1.8273 -3.1613 0.5372 0.15 -0.38 -0.36
O -1.0823 -4.9136 -0.5075 -0.27 0.10 0.09
N 2.6751 -3.2941 -3.3748 -0.23 0.16 0.29
O 3.5750 -2.6118 -3.8216 0.03 -0.08 -0.07
O 2.4112 -4.4218 -3.7494 0.09 0.02 -0.06
H 2.8839 -0.8240 -2.2931 0.00 0.01 -0.01
H 0.6315 -4.4911 -2.1224 0.00 0.00 0.00
H -0.2957 -1.2481 0.5131 -0.04 -0.46 0.03
Se -2.4041 -0.6621 -3.3598 0.14 0.18 0.28
C -2.0066 0.2439 -1.8462 -0.18 -0.20 -0.43
N -1.7505 0.8161 -0.8671 -0.04 -0.07 -0.05
I -1.8043 7.0369 2.4165 -0.05 0.11 0.03
C -1.0919 5.1787 1.9105 0.06 -0.13 -0.01
C 0.1627 4.8819 1.4186 0.06 0.10 0.03
N 0.1931 3.5597 1.2395 0.03 -0.06 0.09
N -0.9553 2.9807 1.5951 0.03 0.00 -0.44
C -1.7565 3.9461 2.0004 -0.10 0.00 0.17
H 1.0099 5.5083 1.2040 0.01 0.02 -0.02
H 0.9256 2.9257 0.9155 0.03 -0.08 -0.10
H -2.7425 3.7003 2.3601 -0.03 0.03 -0.04

***

No. 4
24
Properties=species:S:1:pos:R:3:forces:R:3 method="wB97M-V/def2-TZVPD" energy_ev=-51962.498 gap_ev=6.73 homo_ev=-7.9 largest_force_ev_per_a=16.5 relative_energy_kcal_mol=134.4
C 2.8851 2.1072 0.8436 3.83 0.46 -5.69
H 3.5561 3.0124 0.8843 -0.66 -1.15 0.70
H 2.4050 2.2253 -0.1792 0.01 -0.27 1.54
H 2.2488 1.8941 1.5888 -2.05 -0.59 2.69
S 4.0652 0.5791 0.4736 -0.26 3.44 1.39
C 2.9167 -0.6060 0.2642 -2.01 1.78 0.91
N 1.6173 -0.5057 0.2890 1.52 4.61 -0.12
C 1.0416 -1.4986 -0.3714 -4.57 0.91 1.91
C -0.3238 -1.6357 -0.5132 4.04 -3.25 -0.81
C -1.2276 -0.6654 -0.3041 -5.79 5.97 -0.07
C -1.1208 0.8984 -0.7020 0.63 -5.84 0.41
C -2.1308 1.7769 -0.7011 4.47 0.08 -1.06
C -3.2295 1.1807 -0.1526 -4.22 15.80 -1.78
C -3.4870 0.1558 0.4137 -2.33 -14.70 3.78
C -2.5423 -0.9204 0.1153 1.15 -0.55 2.27
Cl -2.9465 -2.5329 0.9230 0.45 1.47 -1.19
H -4.4267 -0.3557 0.8572 1.33 2.06 -0.55
H -4.0480 2.0678 0.1445 1.57 -2.11 -1.14
H -1.7049 2.7832 -1.0163 -2.00 -0.91 0.46
F 0.0570 1.0815 -1.2135 1.36 1.42 -0.77
H -0.6756 -2.6646 -0.7176 0.19 0.74 0.00
C 1.8407 -2.5978 -0.2832 3.32 -4.26 -2.60
O 1.6567 -3.6948 -0.6904 -0.74 -1.87 0.18
S 3.5732 -2.0847 0.0478 0.77 -3.25 -0.47

***

No. 5
27
Properties=species:S:1:pos:R:3:forces:R:3 method="wB97M-V/def2-TZVPD" energy_ev=-30951.174 gap_ev=9.14 homo_ev=-13.6 charge=+1 largest_force_ev_per_a=4.0 relative_energy_kcal_mol=25.1
O -0.0013 5.3924 -5.4276 0.12 -2.12 1.54
C 0.0503 4.4684 -4.7540 -0.12 2.10 -1.53
Hg 0.3035 0.3593 -1.8894 0.18 2.55 -2.26
O 0.1562 3.5988 -0.0726 0.45 -0.70 -2.68
C 0.3483 3.3476 -1.1770 -0.45 1.24 2.99
C -0.2516 -2.8911 -4.7003 0.05 0.31 0.08
O -0.4539 -3.9921 -4.6564 -0.05 -0.30 -0.04
C 3.2105 1.2293 -2.4490 3.45 2.03 0.28
O 4.1455 1.9025 -2.4117 -2.97 -2.04 -0.20
C -2.6563 1.3220 -2.4293 -2.10 1.30 0.22
O -3.5997 1.9606 -2.3787 1.98 -1.31 -0.17
H 0.5810 1.6603 -2.9437 -0.39 -1.72 -0.07
N -0.9519 -2.4148 4.4635 1.70 0.12 0.82
C 0.1762 -1.7984 3.9867 0.19 -0.30 0.54
O 1.2331 -1.7649 4.6084 -1.35 0.18 -1.21
C 0.0389 -1.2247 2.5699 0.37 0.25 0.17
C -1.0551 -1.4975 1.7291 0.06 -0.14 0.03
C -1.0255 -1.0416 0.4082 1.19 0.22 1.80
N 0.0245 -0.2883 0.0143 0.06 -1.29 0.73
C 1.0665 0.0071 0.8202 1.77 0.64 0.03
C 1.1175 -0.4340 2.1303 -1.59 -0.72 -0.76
H -0.8727 -2.6259 5.4513 -0.15 -0.19 -0.14
H -1.8546 -2.1830 4.1501 -0.94 0.31 -0.42
H -1.8990 -2.1090 2.0919 0.60 0.36 -0.45
H -1.7711 -1.3029 -0.3135 -0.30 0.10 -0.26
H 2.0051 0.5741 0.3926 -2.29 -1.03 0.65
H 1.9353 -0.2542 2.7865 0.52 0.14 0.31

***

No. 6
22
Properties=species:S:1:pos:R:3:forces:R:3 method="wB97M-V/def2-TZVPD" energy_ev=-27382.596 gap_ev=4.68 homo_ev=-1.9 charge=-1 largest_force_ev_per_a=4.2
C -1.9291 -1.9746 0.0868 2.70 2.76 -0.81
C -0.7504 -2.5463 -0.4220 -0.53 -2.93 -0.58
C -2.0172 -0.6059 0.3084 -0.21 -1.23 0.10
C 0.3746 -1.8221 -0.5821 -1.25 3.28 1.84
C -0.6913 1.5448 0.4410 2.42 -0.30 -0.31
C 1.6898 2.7934 0.0922 -1.06 -2.19 -0.33
C -0.8273 0.2022 0.1726 -1.24 -1.75 0.85
C 0.4371 -0.4770 -0.1642 -2.45 0.25 -0.27
C 0.6948 1.8346 0.2011 -0.84 0.25 -0.39
C 1.3311 0.6205 -0.1906 0.02 -0.51 0.44
C 4.4091 -0.9879 0.7123 -1.68 -0.60 -0.03
N 2.7993 2.1089 -0.2769 1.67 -0.49 -0.17
N 2.6005 0.7826 -0.4161 1.58 0.34 -1.14
O 3.5278 -1.2352 1.4170 1.06 0.26 0.12
S 5.4698 -0.7970 -0.4135 0.80 0.17 -0.01
H -2.7484 -2.5462 0.1655 -2.99 -2.04 0.44
H -0.6977 -3.6497 -0.7529 -0.38 1.74 0.64
H -3.0428 -0.3005 0.6319 1.18 0.51 -0.23
H 1.1990 -2.1915 -0.9965 3.35 -1.90 -1.60
H -1.4540 2.2213 0.4561 -1.95 1.68 0.40
H 1.7167 3.7227 0.5072 0.26 2.57 0.57
H 3.6716 2.4453 -0.6708 -0.45 0.15 0.48